a.
This record from the Open Molecules 2025 dataset describes C52H46AsN5PS2Tl as an isolated structure. The level of theory is ωB97M-V with the def2-TZVPD basis set.

Computed properties:
- Orbital gap: 3.94 eV
- Highest occupied orbital energy: -0.3 eV
- Total charge: -2

Positions of all 108 atoms, in Å:
S1 -3.028 3.210 3.168
H1 -6.920 1.865 1.922
C1 1.032 -2.274 5.084
C2 -4.424 -0.145 0.834
C3 -0.227 1.049 -6.424
C4 -0.061 1.474 -1.799
H2 -0.352 -2.965 3.575
C5 2.789 -2.612 -2.384
N1 2.032 -1.562 2.964
H3 -3.876 0.977 -4.301
C6 5.181 -3.348 2.866
C7 -4.165 3.323 -5.918
C8 2.695 -2.029 -0.054
C9 -4.234 2.044 -0.127
Tl1 -0.270 -0.660 1.764
H4 1.695 2.477 -2.499
H5 7.961 -5.802 1.749
C10 4.829 -4.562 2.251
C11 0.246 -3.358 4.396
C12 -3.901 3.786 -4.631
C13 -1.072 1.427 -0.833
C14 -1.029 2.320 0.238
C15 7.188 -5.116 2.074
H6 -4.017 -1.139 0.982
C16 3.388 -4.945 2.039
H7 5.459 -1.726 -0.711
N2 -5.003 1.575 5.774
As1 -2.580 2.963 -3.415
C17 0.727 -2.009 -1.321
C18 5.853 -5.419 1.854
H8 -3.432 -0.823 -2.763
N3 4.203 -2.417 3.272
H9 -0.222 4.342 -4.424
C19 -3.542 1.246 -3.295
C20 -4.025 1.777 5.192
H10 3.357 -2.909 -3.261
C21 -0.033 3.286 0.302
H11 0.885 -2.642 -3.381
C22 1.325 -1.741 -0.078
C23 -5.857 5.010 -6.220
H12 -6.053 -0.430 2.206
C24 7.522 -3.933 2.716
H13 -0.433 -3.837 5.102
H14 2.978 -4.493 1.132
H15 -1.748 2.268 1.053
C25 4.949 -2.608 -1.111
H16 -5.326 3.555 -7.708
C26 -4.624 4.877 -4.159
H17 8.560 -3.686 2.903
H18 0.149 -2.647 6.990
H19 3.295 -6.028 1.953
H20 -2.001 0.559 -5.335
C27 -1.233 1.306 -5.498
H21 5.345 -2.793 -2.110
C28 3.144 -1.963 2.470
C29 -0.234 3.423 -5.000
C30 -5.380 2.436 0.543
C31 0.884 -2.063 6.449
H22 -6.159 6.328 -4.557
H23 2.771 -4.604 2.871
H24 0.905 -4.121 3.972
C32 -5.567 0.251 1.520
H25 3.047 0.489 6.918
H26 -0.017 0.732 -2.590
H27 1.703 4.126 -0.643
H28 -4.424 5.253 -3.162
H29 -0.014 3.949 1.159
C33 -1.756 0.533 5.969
C34 0.922 2.450 -1.740
C35 -3.754 0.738 -0.010
C36 1.606 -1.089 7.123
H30 -1.882 -0.155 -3.208
C37 2.650 -0.488 5.054
C38 1.925 -1.465 4.374
P1 -2.286 0.059 -0.862
H31 -4.442 1.475 -2.724
C39 -2.804 0.066 -2.662
H32 5.588 -6.359 1.382
H33 -0.223 0.112 -6.968
C40 2.500 -0.301 6.419
H34 4.431 -2.259 1.005
H35 1.565 1.780 -7.353
H36 4.124 -2.192 4.252
C41 -6.052 1.539 1.362
N4 3.476 -1.987 1.146
H37 -3.668 2.775 -0.689
C42 -5.600 5.484 -4.944
N5 -1.813 -0.159 6.895
C43 -2.816 2.058 4.444
C44 -1.668 1.401 4.821
C45 -1.251 2.495 -4.777
C46 1.413 -2.445 -2.452
C47 6.521 -3.054 3.099
H38 -0.345 -1.868 -1.418
H39 -3.597 2.488 -6.314
C48 0.767 3.176 -5.928
H40 1.431 -0.921 8.178
H41 5.234 -3.465 -0.486
C49 -5.133 3.928 -6.709
H42 6.765 -2.115 3.583
C50 3.451 -2.411 -1.180
H43 -6.618 5.477 -6.833
H44 1.554 3.905 -6.083
S2 -0.091 1.499 4.077
C51 0.928 3.369 -0.695
C52 0.775 1.985 -6.642
H45 -5.723 3.461 0.468
H46 3.281 0.183 4.478

=====

b.
This record from the Open Molecules 2025 dataset describes C52H46AsN5PS2Tl as an isolated structure. The level of theory is ωB97M-V with the def2-TZVPD basis set.

Computed properties:
- Orbital gap: 4.33 eV
- Highest occupied orbital energy: -0.6 eV
- Total charge: -2

Positions of all 108 atoms, in Å:
H1 4.198 -4.507 -0.234
C1 -0.236 6.802 1.578
C2 -4.595 -5.266 -0.087
N1 1.559 -3.816 0.434
C3 2.655 -8.398 1.234
H2 4.054 0.827 0.133
C4 -4.472 -2.315 2.853
H3 0.497 2.588 -4.660
C5 -4.735 -1.186 0.727
H4 1.180 3.361 -0.254
C6 -0.360 2.583 -3.997
C7 4.343 -3.791 0.582
C8 1.894 -5.763 -2.086
C9 3.244 -7.531 -0.916
H5 2.292 -4.753 -1.973
C10 0.286 3.630 0.312
C11 -3.914 -1.565 1.751
H6 5.408 -3.565 0.633
H7 -4.513 -5.086 -2.218
H8 -2.322 4.897 -0.231
C12 2.139 -0.169 0.101
H9 4.315 -9.110 0.067
C13 -2.429 3.004 0.791
C14 -3.969 -4.968 -1.287
H10 -0.523 9.896 0.228
S1 -2.195 -1.271 1.903
H11 0.840 2.404 -2.239
C15 -0.168 2.496 -2.627
H12 4.092 4.922 -2.321
C16 -2.734 2.578 -3.655
C17 1.149 6.655 1.547
H13 -1.915 8.049 1.121
N2 -4.914 -2.925 3.728
C18 -4.684 4.062 2.042
C19 1.325 8.862 0.579
H14 2.820 -9.082 2.057
C20 1.924 7.700 1.050
C21 4.195 4.646 -1.278
H15 4.506 3.615 2.422
H16 1.941 9.661 0.184
C22 3.328 4.677 0.976
C23 5.382 3.506 0.469
H17 6.012 3.544 -1.581
H18 -2.513 -4.661 -3.466
H19 2.214 -4.528 0.706
C24 -1.985 -4.288 -0.136
C25 -0.056 8.995 0.605
C26 1.379 -1.344 0.164
H20 -1.801 2.681 -5.587
C27 4.418 3.914 1.383
C28 -2.060 -4.087 -2.657
C29 2.142 -2.505 0.302
C30 -1.256 2.485 -1.751
H21 -0.526 -6.057 0.842
C31 -2.542 2.507 -2.282
C32 -1.647 2.630 -4.516
As1 1.969 5.064 2.329
C33 -3.156 2.234 1.694
C34 -2.854 4.303 0.505
H22 -5.567 4.470 2.520
H23 6.210 2.890 0.797
H24 -4.299 5.840 0.889
C35 -4.280 2.768 2.319
H25 0.974 -7.446 2.170
N3 -7.255 -1.836 0.874
C36 3.526 -0.121 0.180
H26 5.313 -1.305 0.405
H27 -4.846 2.149 3.002
C37 -0.835 7.962 1.106
C38 -2.614 -4.581 1.074
C39 -2.671 -4.470 -1.339
H28 -2.107 -4.315 1.994
H29 3.872 -7.560 -1.800
Tl1 -1.043 -1.047 -0.714
H30 -3.399 2.417 -1.624
C40 5.271 3.872 -0.863
H31 1.021 2.772 2.152
H32 -5.625 -5.599 -0.078
C41 4.229 -1.307 0.330
C42 0.320 -4.322 0.180
H33 -2.226 -3.026 -2.859
H34 1.614 0.784 -0.004
C43 1.615 -7.487 1.297
C44 3.551 -2.518 0.393
C45 0.628 3.727 1.791
H35 3.004 7.604 1.013
C46 3.490 -8.413 0.126
P1 -0.934 2.253 0.040
H36 -0.865 6.002 1.947
H37 -4.406 -5.218 2.054
N4 -0.724 -3.655 -0.110
H38 -2.859 1.207 1.891
N5 0.281 -5.730 0.330
C47 2.189 -6.626 -0.891
H39 -3.742 2.573 -4.051
C48 -3.911 -5.067 1.104
H40 2.325 -6.204 -2.985
C49 -6.137 -1.555 0.829
H41 -0.088 4.573 -0.092
C50 -3.972 4.834 1.127
H42 4.079 -4.310 1.510
C51 3.229 5.045 -0.365
C52 1.376 -6.591 0.254
H43 2.385 5.632 -0.706
S2 -4.292 -0.325 -0.710
H44 -0.262 3.932 2.393
H45 0.817 -5.659 -2.228
H46 -0.982 -4.250 -2.667

=====

Structures ranked by computed energy, the most stable listed first: b, a.

=====

a.
This record from the Open Molecules 2025 dataset describes the molecule C5H4F2. The level of theory is ωB97M-V with the def2-TZVPD basis set.

Computed properties:
- SMILES: FC1=CC=C[C@H]1F
- Orbital gap: 8.59 eV
- Highest occupied orbital energy: -8.5 eV

Positions of all 11 atoms, in Å:
F1 0.941 1.287 -1.764
H1 0.304 1.863 0.948
C1 -0.826 -1.105 0.156
F2 1.877 0.650 0.886
C2 0.268 0.622 -0.871
H2 -0.273 -0.577 2.115
H3 -0.729 -0.749 -2.109
C3 -0.186 -0.327 1.130
C4 -0.535 -0.447 -1.106
C5 0.530 0.860 0.548
H4 -1.372 -2.076 0.069

=====

b.
This record from the Open Molecules 2025 dataset describes the molecule C5H4F2. The level of theory is ωB97M-V with the def2-TZVPD basis set.

Computed properties:
- SMILES: FC1(F)[C@]23C[C@]12C3
- Orbital gap: 11.74 eV
- Highest occupied orbital energy: -10.8 eV

Positions of all 11 atoms, in Å:
H1 -0.045 0.622 2.021
H2 -1.301 -1.536 -0.579
F1 1.522 0.786 -1.733
C1 -0.538 -0.813 -0.830
H3 -1.194 -0.718 1.596
C2 0.838 0.807 -0.283
H4 -0.234 -0.829 -1.867
C3 -0.626 0.533 -0.153
F2 1.489 1.736 0.359
C4 -0.437 -0.028 1.249
C5 0.525 -0.560 0.219

=====

Structures ranked by computed energy, the most stable listed first: a, b.